No. 1
This record from OMol25 describes C50H51N4O3PRhS as an isolated structure. The level of theory is wB97M-V/def2-TZVPD.

Element x y z (Å)
Rh1 -0.26 -1.46 0.17
C1 6.13 0.45 -0.63
C2 5.51 -0.04 0.51
C3 4.25 -0.61 0.42
C4 3.61 -0.67 -0.81
C5 4.23 -0.17 -1.95
C6 5.49 0.39 -1.86
P1 2.00 -1.48 -0.94
C7 1.21 -0.88 -2.45
C8 0.61 0.38 -2.40
C9 -0.04 0.88 -3.51
C10 -0.11 0.13 -4.68
C11 0.48 -1.13 -4.73
C12 1.13 -1.64 -3.62
C13 2.37 -3.22 -1.20
C14 3.54 -3.67 -1.75
C15 3.74 -5.05 -1.95
C16 2.77 -5.94 -1.57
C17 1.56 -5.50 -0.98
C18 0.59 -6.42 -0.52
C19 -0.54 -5.96 0.10
C20 -0.75 -4.58 0.27
C21 0.15 -3.65 -0.17
C22 1.34 -4.11 -0.80
H1 7.12 0.89 -0.55
H2 6.01 0.01 1.47
H3 3.77 -0.99 1.31
H4 3.72 -0.20 -2.91
H5 5.98 0.78 -2.74
H6 0.64 0.97 -1.49
H7 -0.50 1.86 -3.46
H8 -0.61 0.52 -5.55
H9 0.42 -1.72 -5.63
H10 1.58 -2.62 -3.66
H11 4.33 -2.98 -2.02
H12 4.66 -5.40 -2.38
H13 2.92 -7.00 -1.71
H14 0.76 -7.47 -0.67
H15 -1.27 -6.66 0.48
H16 -1.66 -4.27 0.78
C23 -7.10 2.26 -3.41
C24 -5.90 2.05 -2.54
C25 -5.90 2.48 -1.21
C26 -4.79 2.30 -0.40
C27 -3.66 1.69 -0.93
C28 -3.63 1.26 -2.25
C29 -4.75 1.43 -3.04
S1 -2.21 1.49 0.05
O1 -1.13 2.20 -0.58
O2 -2.54 1.82 1.41
N1 -1.88 -0.10 -0.10
C30 -2.92 -1.02 0.09
C31 -4.09 -0.85 0.83
C32 -4.99 -1.89 0.88
C33 -4.71 -3.08 0.22
C34 -3.49 -3.19 -0.43
N2 -2.62 -2.18 -0.49
H17 -8.02 2.29 -2.83
H18 -7.19 1.47 -4.16
H19 -7.01 3.21 -3.95
H20 -6.79 2.95 -0.81
H21 -4.79 2.63 0.63
H22 -2.74 0.78 -2.64
H23 -4.74 1.09 -4.07
H24 -4.28 0.08 1.36
H25 -5.91 -1.78 1.43
H26 -5.40 -3.91 0.21
H27 -3.20 -4.10 -0.93
C35 1.27 -1.56 2.80
C36 1.40 -1.62 4.35
N3 0.09 -1.54 4.98
C37 -0.58 -0.34 4.52
C38 -0.84 -0.41 3.00
N4 -0.16 -1.60 2.43
C39 -0.78 -2.81 3.04
C40 -0.69 -2.70 4.58
H28 1.76 -2.41 2.32
H29 1.67 -0.64 2.39
H30 2.02 -0.80 4.71
H31 1.88 -2.55 4.66
H32 0.04 0.52 4.77
H33 -1.52 -0.23 5.06
H34 -0.46 0.46 2.47
H35 -1.90 -0.50 2.77
H36 -0.24 -3.67 2.66
H37 -1.81 -2.86 2.69
H38 -0.23 -3.60 5.00
H39 -1.69 -2.61 5.02
C41 2.56 7.66 -0.13
C42 2.19 6.26 0.27
C43 2.91 5.17 -0.18
C44 2.58 3.87 0.18
C45 3.46 2.77 -0.34
C46 1.47 3.65 1.02
C47 1.01 2.33 1.45
O3 1.28 1.22 1.01
C48 0.74 4.76 1.52
C49 -0.44 4.63 2.44
C50 1.11 6.03 1.13
H40 3.47 7.68 -0.72
H41 2.71 8.28 0.75
H42 1.76 8.11 -0.71
H43 3.77 5.33 -0.82
H44 4.50 3.10 -0.34
H45 3.20 2.52 -1.37
H46 3.39 1.86 0.25
H47 0.31 2.38 2.30
H48 -1.20 3.94 2.06
H49 -0.91 5.60 2.56
H50 -0.14 4.28 3.43
H51 0.55 6.88 1.50

Results
**2S+1**: 5
**LUMO level (spin up / spin down)**: -2.071 / -4.773 eV
**Charge**: +1
**Highest occupied orbital energy (spin up / spin down)**: -9.95 / -10.65 eV
**Total energy**: -87905.2642 eV
**HOMO-LUMO gap (spin up / spin down)**: 7.874 / 5.879 eV

Mulliken atomic charge list, values in e, 99 entries: -0.812, -0.762, -0.479, -0.513, 1.027, -0.241, -0.729, 1.987, 0.462, -0.465, -0.890, -0.659, -0.783, -0.780, -0.132, -0.266, -1.050, -0.755, 0.997, -0.941, -1.501, 0.380, -0.256, -0.145, 0.427, 0.450, 0.316, 0.451, 0.456, 0.379, 0.592, 0.416, 0.452, 0.451, 0.493, 0.422, 0.433, 0.418, 0.485, 0.987, -1.540, 0.925, -0.895, -0.175, -0.628, -0.689, -0.890, 1.979, -0.794, -0.789, 0.345, 1.276, -0.828, -0.767, -0.766, -0.591, -0.386, 0.390, 0.381, 0.301, 0.394, 0.563, 0.365, 0.418, 0.598, 0.494, 0.475, 0.514, -0.065, -1.162, -0.182, -0.929, 0.752, 2.750, -1.016, -0.909, 0.438, -0.594, 0.420, 0.313, 0.309, 0.407, -1.605, 0.397, 0.407, 0.247, 0.350, 0.305, -1.431, 0.695, -1.104, 0.568, -0.899, 0.173, -0.372, 0.178, 1.287, -1.556, -1.145

---

No. 2
This record from OMol25 describes C50H51N6O2P2PdS5 as an isolated structure in a non-equilibrium geometry. The level of theory is wB97M-V/def2-TZVPD.

Element x y z (Å)
Pd1 0.26 0.54 0.52
C1 -5.86 -5.91 -1.31
S1 -5.91 -4.34 -0.44
C2 -4.95 -3.25 -1.54
C3 -3.68 -2.78 -0.84
C4 -2.98 -1.68 -1.64
N1 -1.87 -1.08 -0.90
P1 -1.99 0.47 -0.16
C5 -3.28 0.26 1.10
C6 -2.83 0.11 2.41
C7 -3.74 -0.14 3.42
C8 -5.09 -0.26 3.12
C9 -5.54 -0.09 1.82
C10 -4.64 0.18 0.80
C11 -2.71 1.57 -1.41
C12 -3.36 2.72 -0.95
C13 -3.85 3.65 -1.85
C14 -3.66 3.47 -3.21
C15 -2.99 2.34 -3.67
C16 -2.52 1.39 -2.78
P2 -0.25 -1.67 -0.85
C17 -0.27 -2.91 -2.18
C18 -0.50 -4.26 -1.91
C19 -0.64 -5.15 -2.96
C20 -0.53 -4.71 -4.27
C21 -0.27 -3.38 -4.54
C22 -0.14 -2.47 -3.50
C23 -0.10 -2.65 0.68
C24 -1.11 -2.78 1.63
C25 -0.89 -3.52 2.77
C26 0.35 -4.13 2.98
C27 1.35 -4.00 2.03
C28 1.13 -3.27 0.88
H1 -6.29 -6.65 -0.65
H2 -4.83 -6.17 -1.55
H3 -6.45 -5.84 -2.22
H4 -5.59 -2.39 -1.76
H5 -4.74 -3.78 -2.47
H6 -2.99 -3.62 -0.71
H7 -3.94 -2.40 0.15
H8 -3.70 -0.88 -1.86
H9 -2.62 -2.08 -2.59
H10 -1.77 0.21 2.60
H11 -3.40 -0.23 4.45
H12 -5.80 -0.47 3.91
H13 -6.59 -0.17 1.59
H14 -4.99 0.34 -0.21
H15 -3.49 2.87 0.11
H16 -4.36 4.52 -1.48
H17 -4.02 4.20 -3.90
H18 -2.84 2.19 -4.73
H19 -2.01 0.51 -3.14
H20 -0.57 -4.60 -0.89
H21 -0.83 -6.19 -2.75
H22 -0.64 -5.42 -5.08
H23 -0.17 -3.05 -5.56
H24 0.05 -1.43 -3.69
H25 -2.07 -2.30 1.47
H26 -1.67 -3.64 3.50
H27 0.52 -4.69 3.89
H28 2.31 -4.47 2.20
H29 1.92 -3.17 0.14
C29 6.79 4.38 0.12
C30 5.91 3.18 0.07
C31 6.46 1.89 0.00
C32 5.65 0.77 -0.01
C33 4.27 0.93 0.04
C34 3.70 2.19 0.10
C35 4.52 3.31 0.10
S2 3.22 -0.50 0.11
O1 2.45 -0.59 -1.13
O2 3.95 -1.67 0.48
N2 2.09 -0.07 1.20
C36 1.89 -0.66 2.39
C37 2.88 -1.30 3.17
C38 2.52 -1.79 4.41
C39 1.20 -1.64 4.84
C40 0.29 -1.02 4.00
N3 0.62 -0.53 2.82
H30 7.71 4.17 0.65
H31 6.29 5.21 0.61
H32 7.06 4.70 -0.89
H33 7.53 1.78 -0.03
H34 6.06 -0.22 -0.06
H35 2.62 2.28 0.17
H36 4.08 4.30 0.14
H37 3.87 -1.41 2.78
H38 3.25 -2.27 5.04
H39 0.89 -2.01 5.81
H40 -0.75 -0.91 4.30
S3 0.56 1.27 -2.05
C41 2.03 1.76 -2.71
N4 2.89 0.94 -3.28
C42 4.13 1.51 -3.77
C43 3.90 3.01 -3.94
S4 2.49 3.43 -2.85
H41 2.83 -0.05 -3.07
H42 4.39 1.04 -4.72
H43 4.94 1.31 -3.05
H44 3.60 3.26 -4.95
H45 4.75 3.61 -3.65
N5 -0.31 4.06 -1.18
C44 0.17 4.02 0.06
N6 0.09 3.01 0.89
C45 0.54 3.37 2.14
C46 0.49 2.58 3.29
C47 0.99 3.09 4.47
C48 1.53 4.37 4.54
C49 1.55 5.19 3.43
C50 1.05 4.69 2.24
S5 0.93 5.49 0.70
H46 -0.68 3.23 -1.61
H47 -0.13 4.87 -1.76
H48 0.05 1.60 3.22
H49 0.95 2.48 5.36
H50 1.91 4.74 5.49
H51 1.94 6.19 3.49

Results
**2S+1**: 5
**LUMO level (spin up / spin down)**: -6.317 / -11.114 eV
**Charge**: +3
**Highest occupied orbital energy (spin up / spin down)**: -13.82 / -13.84 eV
**Total energy**: -141923.1453 eV
**HOMO-LUMO gap (spin up / spin down)**: 7.506 / 2.725 eV

Mulliken atomic charge list, values in e, 99 entries: 0.482, -0.844, 0.376, -1.087, -0.286, -1.412, 0.138, 1.465, 0.039, -0.061, -0.689, -0.805, -0.887, -0.146, 0.281, -0.525, -0.807, -0.860, -0.736, 0.264, 1.658, 0.602, -0.873, -0.947, -0.739, -0.699, -0.331, 1.097, -0.755, -0.908, -0.706, -1.045, -0.707, 0.387, 0.331, 0.374, 0.520, 0.550, 0.331, 0.297, 0.964, 0.614, -0.110, 0.540, 0.479, 0.532, 0.591, 0.534, 0.519, 0.458, 0.542, 0.140, 0.554, 0.529, 0.447, 0.496, 0.417, 0.111, 0.456, 0.453, 0.482, 0.656, -1.550, 0.696, -0.826, -0.785, -0.390, 0.479, -0.721, 1.237, -0.645, -0.718, 0.721, -0.033, -1.037, -0.718, -1.298, -0.330, 1.018, 0.421, 0.389, 0.285, 0.509, 0.612, -0.355, 0.484, 0.645, 0.483, 0.560, 0.393, -0.051, -0.738, 0.141, -0.594, -0.540, -0.023, 0.250, 0.452, 0.201